Density functional theory data (wB97M-V/def2-TZVPD) for C33H49FMoN4O4P2 as an isolated structure.

```
94
Properties=species:S:1:pos:R:3:lowdin_charge:R:1
Mo 0.889 -0.038 -0.089 1.4941
C -1.990 0.191 -4.827 -0.0412
C -1.919 -0.409 -3.413 -0.3693
C -2.620 -1.774 -3.393 -0.0470
C -2.508 0.568 -2.405 -0.1503
C -3.877 0.825 -2.447 -0.0244
C -4.465 1.734 -1.588 -0.0321
C -3.691 2.430 -0.667 -0.0055
C -2.320 2.230 -0.595 -0.1369
C -1.461 3.083 0.325 -0.3763
C -0.952 4.319 -0.433 -0.0338
C -2.177 3.500 1.610 -0.0592
C -1.749 1.278 -1.461 -0.1809
N -0.301 1.072 -1.409 -0.0745
C 0.376 1.602 -2.421 -0.0433
C 1.733 1.381 -2.504 -0.3110
C 2.668 1.711 -3.468 0.0569
C 3.864 1.110 -3.084 0.0119
C 3.651 0.451 -1.881 -0.1987
N 2.323 0.603 -1.494 -0.0511
C 4.752 -0.232 -1.107 -0.5305
C 5.462 0.856 -0.274 -0.0104
C 4.221 -1.334 -0.196 -0.0574
C 5.760 -0.863 -2.075 -0.0334
H -1.489 -0.467 -5.541 0.0897
H -1.520 1.177 -4.885 0.0760
H -3.029 0.304 -5.145 0.0909
H -0.875 -0.585 -3.172 0.1112
H -3.694 -1.675 -3.569 0.0856
H -2.466 -2.291 -2.444 0.0534
H -2.216 -2.409 -4.186 0.0933
H -4.495 0.305 -3.172 0.1230
H -5.534 1.912 -1.636 0.1227
H -4.167 3.153 -0.016 0.1222
H -0.597 2.488 0.610 0.0766
H -1.791 4.875 -0.857 0.0976
H -0.275 4.057 -1.252 0.0672
H -0.414 4.988 0.244 0.0868
H -2.970 4.224 1.404 0.0880
H -1.474 3.999 2.285 0.0808
H -2.612 2.640 2.125 0.0770
H -0.148 2.199 -3.158 0.1573
H 2.480 2.306 -4.354 0.1393
H 4.799 1.138 -3.626 0.1267
H 6.204 0.404 0.391 0.1018
H 5.977 1.562 -0.926 0.1017
H 4.745 1.423 0.322 0.0522
H 3.289 -1.028 0.274 -0.0110
H 4.932 -1.546 0.605 0.1031
H 4.037 -2.256 -0.751 0.0971
H 6.293 -0.106 -2.653 0.0873
H 5.268 -1.548 -2.771 0.1030
H 6.507 -1.425 -1.508 0.1032
C -0.243 -2.464 2.607 -0.1658
P 1.082 -2.064 1.426 0.8380
C 1.384 -3.587 0.497 -0.2046
C 2.542 -1.863 2.519 -0.3647
C 2.769 -0.407 2.959 -0.3399
P 1.815 0.888 2.048 0.8179
C 0.403 1.306 3.124 -0.2103
C 2.853 2.368 2.204 -0.2085
H -0.344 -3.548 2.642 0.0768
H -1.200 -2.029 2.345 0.0216
H 0.035 -2.098 3.594 0.0703
H 1.792 -4.342 1.170 0.0753
H 2.085 -3.411 -0.317 0.0426
H 0.446 -3.941 0.075 0.0583
H 3.401 -2.242 1.979 0.0613
H 2.400 -2.514 3.377 0.1000
H 3.822 -0.146 2.864 0.0911
H 2.511 -0.268 4.008 0.0944
H 0.733 1.260 4.161 0.0703
H -0.462 0.667 2.973 0.0327
H 0.096 2.330 2.903 0.0460
H 2.867 2.630 3.262 0.0745
H 2.424 3.195 1.639 0.0629
H 3.869 2.189 1.864 0.0288
F -4.457 -5.122 2.573 0.1321
C -4.203 -3.825 2.566 -0.1950
C -3.728 -3.222 1.484 0.0510
N -3.429 -1.854 1.468 -0.0019
C -3.010 -1.215 0.229 -0.0097
C -1.525 -0.931 0.171 -0.5749
O -0.977 -0.025 0.895 -0.2097
O -0.737 -1.575 -0.597 -0.0850
C -3.684 -1.042 2.569 -0.4710
O -3.441 0.151 2.564 0.0919
N -4.189 -1.708 3.657 0.2293
C -4.487 -3.081 3.796 -0.3730
O -4.913 -3.534 4.819 0.1604
H -3.547 -3.778 0.573 0.1534
H -3.523 -0.263 0.111 0.1323
H -3.253 -1.868 -0.601 0.1254
H -4.411 -1.133 4.456 0.1757
```

The calculation puts the LUMO energy (spin up / spin down) at -8.114 / -7.680 eV. Its total charge is +2. As for the multiplicity: 3.

=====

Density functional theory data (wB97M-V/def2-TZVPD) for C33H50BN6O2S3Ti as an isolated structure.

```
96
Properties=species:S:1:pos:R:3:lowdin_charge:R:1
Ti -1.269 -2.455 -0.699 0.7367
C -4.808 -0.898 1.967 -0.0836
C -3.664 -0.151 1.353 -0.3142
C -3.837 1.146 0.889 -0.0134
C -2.741 1.788 0.289 -0.2459
N -1.581 1.216 0.120 0.1524
N -1.399 -0.068 0.530 -0.0265
B -0.141 -0.822 0.083 -0.6610
N 0.749 -0.099 -0.948 0.0196
N 1.093 1.207 -0.647 0.1545
C 1.672 1.924 -1.566 -0.2574
C 2.010 1.422 -2.843 -0.0029
C 1.878 0.047 -3.065 -0.2919
C 2.412 -0.533 -4.349 -0.0804
C 1.285 -0.722 -2.091 -0.4582
S 1.436 -2.478 -2.197 0.9375
C 2.028 3.368 -1.212 -0.5412
C 3.547 3.456 -1.004 -0.0490
C 1.613 4.301 -2.358 -0.0531
C 1.313 3.833 0.051 -0.0581
N 0.736 -1.269 1.359 0.0094
N 1.074 -0.271 2.164 0.1944
C 1.766 -0.508 3.245 -0.2042
C 2.194 -1.816 3.550 0.0463
C 1.875 -2.838 2.729 -0.2503
C 2.303 -4.243 3.013 -0.0747
C 1.065 -2.554 1.588 -0.6130
S 0.485 -3.809 0.594 0.7117
C 2.100 0.714 4.099 -0.5458
C 2.563 0.306 5.499 -0.0714
C 3.226 1.487 3.399 -0.0420
C 0.858 1.607 4.218 -0.0465
C -2.417 -0.760 1.203 -0.6295
S -2.123 -2.384 1.729 0.6864
C -2.779 3.259 -0.135 -0.5327
C -1.961 3.459 -1.418 -0.0588
C -4.208 3.746 -0.372 -0.0752
C -2.167 4.077 1.013 -0.0494
H -5.723 -0.303 1.906 0.0694
H -4.607 -1.135 3.014 0.0717
H -4.950 -1.851 1.454 0.0639
H -4.798 1.632 0.987 0.0881
H 2.439 2.059 -3.606 0.0927
H 2.668 0.277 -5.035 0.0679
H 1.678 -1.186 -4.824 0.0680
H 3.307 -1.135 -4.178 0.0717
H 4.087 3.143 -1.901 0.0771
H 3.856 2.807 -0.179 0.0814
H 3.838 4.484 -0.764 0.0783
H 2.187 4.114 -3.268 0.0689
H 1.781 5.342 -2.064 0.0832
H 0.552 4.177 -2.592 0.0745
H 1.452 3.132 0.869 0.0666
H 0.240 3.905 -0.129 0.0408
H 1.687 4.820 0.344 0.0871
H 2.786 -2.012 4.437 0.1111
H 2.836 -4.297 3.964 0.0753
H 2.948 -4.616 2.214 0.0835
H 1.433 -4.903 3.041 0.0704
H 3.506 -0.248 5.472 0.0749
H 1.814 -0.309 6.006 0.0899
H 2.726 1.203 6.100 0.0824
H 4.151 0.901 3.385 0.0853
H 3.424 2.430 3.919 0.0838
H 2.947 1.703 2.370 0.0683
H 0.051 1.082 4.737 0.0899
H 0.493 1.891 3.230 0.0726
H 1.106 2.511 4.782 0.0806
H -2.487 3.031 -2.277 0.0903
H -0.993 2.963 -1.337 0.0463
H -1.808 4.528 -1.605 0.0824
H -4.717 3.135 -1.124 0.0859
H -4.180 4.778 -0.735 0.0798
H -4.802 3.733 0.545 0.0712
H -1.179 3.695 1.266 0.0613
H -2.796 4.004 1.906 0.0837
H -2.082 5.133 0.734 0.0830
C 0.803 -5.416 -2.538 -0.1074
C -0.433 -4.563 -2.847 -0.6593
C -1.645 -5.151 -2.097 -0.0735
C -0.703 -4.657 -4.351 -0.0738
C -0.299 -3.059 -2.442 -0.5460
H 0.620 -6.450 -2.848 0.0808
H 1.046 -5.415 -1.474 0.0322
H 1.679 -5.050 -3.081 0.0628
H -1.796 -6.205 -2.357 0.0869
H -2.555 -4.603 -2.339 0.0759
H -1.497 -5.109 -1.013 0.0577
H -0.828 -5.700 -4.666 0.0788
H 0.131 -4.224 -4.914 0.0836
H -1.612 -4.108 -4.614 0.0832
H -0.654 -2.447 -3.268 0.0575
O -2.248 -1.065 -1.903 -0.1037
C -3.363 -1.521 -1.503 -0.4689
O -3.442 -2.658 -0.963 -0.1315
H -4.257 -0.903 -1.621 0.1432
```

The calculation puts the LUMO energy (spin up / spin down) at 2.485 / 2.482 eV. The value obtained for the relative energy (zero: lowest compared OMol25 entry of this formula, charge and spin) is 22.6 kcal per mole. Its total charge is -1. As for the multiplicity: 3.

=====

Density functional theory data (wB97M-V/def2-TZVPD) for a 9-piece molecular cluster, C33H50N9O14 overall.

```
106
Properties=species:S:1:pos:R:3:lowdin_charge:R:1
N -0.558 -0.475 0.233 -0.6287
O -0.357 -1.304 -0.625 -0.0356
O -1.636 -0.429 0.849 -0.0509
O 0.046 0.580 0.131 -0.0719
C -2.271 2.588 -3.481 -0.0306
C -2.769 3.949 -3.856 -0.0336
C -2.722 5.104 -2.893 0.0545
C -2.230 4.801 -1.430 -0.0749
C -1.508 3.528 -1.102 0.0593
C -1.680 2.410 -2.166 -0.0263
N -2.065 5.929 -0.436 -0.3359
O -2.555 7.095 -0.788 -0.0207
O -1.801 5.714 0.710 0.0756
H -2.290 1.750 -4.132 0.0816
H -3.331 4.188 -4.715 0.0596
H -2.930 6.096 -2.995 0.0406
H -0.982 3.186 -0.092 0.1367
H -1.464 1.513 -1.920 -0.0024
C 2.972 2.640 -4.158 -0.0567
C 4.421 1.965 -4.454 0.0001
C 4.695 0.644 -3.792 -0.0013
C 3.583 -0.221 -3.181 -0.0708
C 2.300 0.506 -2.689 0.1417
C 2.109 1.927 -3.338 -0.0776
N 3.612 -1.645 -2.924 -0.3687
O 2.569 -2.225 -2.575 0.0634
O 4.658 -2.221 -3.221 0.0591
H 2.765 3.681 -4.381 0.0821
H 5.219 2.613 -4.840 0.0739
H 5.676 0.304 -3.918 0.0630
H 1.517 0.122 -2.231 0.0132
H 1.197 2.474 -3.294 0.0605
C -0.474 -5.656 -2.454 -0.0293
C -0.165 -7.109 -1.889 -0.0411
C 0.340 -7.392 -0.547 0.0209
C 0.419 -6.113 0.489 -0.0472
C 0.160 -4.624 -0.086 0.1225
C -0.376 -4.664 -1.540 -0.0959
N 0.921 -6.224 1.834 -0.3779
O 1.356 -5.123 2.321 -0.0046
O 1.010 -7.336 2.306 0.0679
H -0.825 -5.442 -3.357 0.0436
H -0.015 -7.991 -2.555 0.0776
H 0.638 -8.286 -0.061 0.0570
H 0.353 -3.668 0.568 0.1055
H -0.634 -3.652 -1.822 0.0632
C 4.174 -1.302 3.155 -0.3226
O 4.691 -2.241 3.725 -0.0060
N 3.514 -1.446 1.937 -0.1789
C 3.013 -0.386 1.143 -0.0624
C 3.590 -2.771 1.317 -0.0252
H 4.134 -0.288 3.622 0.1436
H 2.069 0.069 1.532 0.0936
H 2.724 -0.566 0.207 0.0360
H 3.718 0.362 1.207 0.0539
H 4.068 -2.905 0.424 0.0421
H 2.450 -2.905 1.071 0.1014
H 3.851 -3.630 2.038 0.1144
C -5.572 1.975 3.153 -0.4294
O -5.715 0.745 3.053 -0.0343
N -4.608 2.579 2.674 -0.1223
C -4.390 3.983 3.002 -0.0049
C -3.464 1.910 1.951 0.0354
H -6.489 2.425 3.638 0.1498
H -3.564 4.143 3.644 0.0974
H -5.297 4.316 3.428 0.0834
H -4.205 4.491 2.257 -0.0111
H -2.897 1.429 2.729 0.0895
H -2.807 2.537 1.298 0.0911
H -3.751 1.161 1.344 0.0228
C 4.929 3.225 1.507 -0.3542
O 6.141 2.986 1.689 -0.0348
N 4.306 2.955 0.376 -0.1276
C 2.855 3.262 0.196 -0.0184
C 5.111 2.424 -0.732 -0.0163
H 4.407 3.598 2.394 0.1360
H 2.427 4.112 0.701 0.0813
H 2.220 2.531 0.615 0.0612
H 2.564 3.621 -0.729 0.0545
H 4.507 2.194 -1.549 0.0268
H 5.543 1.614 -0.563 -0.0005
H 5.891 3.247 -1.147 0.1566
C -1.575 -1.008 4.285 -0.3183
O -2.332 -0.540 5.142 -0.0129
N -0.286 -1.298 4.488 -0.1193
C 0.564 -1.885 3.485 0.0031
C 0.121 -1.219 5.848 -0.0573
H -1.824 -1.028 3.187 0.1317
H 0.654 -2.728 3.142 -0.0014
H 1.500 -1.660 3.763 0.0622
H 0.316 -1.478 2.621 0.0436
H 0.310 -0.154 6.203 0.1198
H 0.974 -1.763 6.007 0.0641
H -0.475 -1.404 6.633 0.0401
C -3.224 -2.068 -2.056 -0.2855
O -3.022 -3.117 -2.641 0.0040
N -4.419 -1.448 -2.240 -0.1869
C -4.686 -0.276 -1.456 -0.0517
C -5.423 -1.971 -3.044 -0.0864
H -2.492 -1.764 -1.343 0.1024
H -3.803 -0.014 -1.002 0.0363
H -5.534 -0.381 -0.699 0.1225
H -5.032 0.489 -2.126 0.0762
H -6.429 -1.497 -2.863 0.1122
H -5.647 -2.981 -3.076 0.0638
H -5.274 -1.766 -4.070 0.0756
```

The calculation puts the LUMO energy at 0.328 eV. The value obtained for the relative energy (zero: lowest compared OMol25 entry of this formula, charge and spin) is 56.9 kcal per mole. Its total charge is -1.

=====

Density functional theory data (wB97M-V/def2-TZVPD) for C33H50NSSeSiTa as an isolated structure.

```
88
Properties=species:S:1:pos:R:3:lowdin_charge:R:1
Ta 0.000 0.000 0.000 1.2256
N 0.746 0.969 1.811 -0.5285
S 1.985 1.822 1.906 1.0834
C 2.692 1.106 3.421 -0.3719
C 3.675 1.840 4.100 -0.0675
C 4.303 1.325 5.237 -0.0352
C 3.967 0.055 5.701 -0.0373
C 3.013 -0.700 5.020 -0.0377
C 2.390 -0.181 3.881 -0.0828
C 1.191 3.257 2.694 -0.3726
C 0.525 3.225 3.926 -0.0674
C -0.020 4.391 4.471 -0.0362
C 0.092 5.601 3.788 -0.0355
C 0.746 5.645 2.558 -0.0410
C 1.291 4.478 2.017 -0.0742
H 0.101 1.052 2.610 0.0515
H 3.949 2.825 3.732 0.1206
H 5.055 1.916 5.748 0.1232
H 4.455 -0.350 6.581 0.1228
H 2.754 -1.697 5.362 0.1196
H 1.665 -0.785 3.342 0.0440
H 0.428 2.285 4.460 0.1171
H -0.534 4.344 5.425 0.1223
H -0.335 6.505 4.209 0.1232
H 0.832 6.579 2.013 0.1214
H 1.795 4.507 1.055 0.1115
C -6.282 5.121 -3.798 -0.0368
C -5.229 4.264 -3.157 -0.2443
C -5.549 3.409 -2.097 0.0151
C -4.563 2.608 -1.500 -0.2865
C -4.945 1.701 -0.360 -0.0745
C -3.231 2.664 -1.973 -0.4458
Se -1.878 1.552 -1.138 0.7320
C -2.907 3.530 -3.048 -0.2831
C -1.517 3.655 -3.616 -0.0680
C -3.913 4.319 -3.625 0.0070
H -7.275 4.972 -3.324 0.0906
H -6.365 4.866 -4.875 0.1017
H -6.003 6.191 -3.698 0.1009
H -6.569 3.367 -1.735 0.1244
H -6.025 1.778 -0.115 0.0993
H -4.367 1.973 0.547 0.0837
H -4.730 0.646 -0.632 0.0579
H -0.772 3.008 -3.117 0.0288
H -1.170 4.705 -3.517 0.1024
H -1.532 3.383 -4.693 0.1048
H -3.669 4.983 -4.448 0.1360
C -3.584 -1.859 -0.787 -0.1237
C -2.302 -2.719 -0.883 -0.6103
C -1.644 -2.367 -2.242 -0.1087
C -2.717 -4.205 -0.892 -0.0760
Si -1.039 -2.312 0.615 0.7768
C 0.522 -3.562 0.716 -0.6138
C 1.698 -2.882 1.462 -0.1130
C 1.050 -3.916 -0.694 -0.1005
C 0.156 -4.875 1.437 -0.0740
C -1.945 -2.012 2.374 -0.6069
C -0.918 -1.909 3.526 -0.1007
C -2.711 -0.665 2.353 -0.1049
C -2.932 -3.150 2.709 -0.0736
H -4.224 -2.012 -1.664 0.1035
H -3.351 -0.790 -0.738 -0.0123
H -4.188 -2.122 0.085 0.0745
H -2.353 -2.504 -3.066 0.1024
H -0.782 -2.999 -2.466 0.0659
H -1.308 -1.323 -2.267 0.0171
H -3.442 -4.402 -1.690 0.1015
H -3.182 -4.504 0.053 0.0780
H -1.865 -4.869 -1.064 0.0691
H 1.973 -1.928 0.996 0.0388
H 2.589 -3.522 1.451 0.1047
H 1.471 -2.686 2.512 0.0496
H 1.292 -3.017 -1.273 0.0638
H 0.331 -4.511 -1.264 0.0728
H 1.966 -4.517 -0.630 0.0991
H -0.127 -4.707 2.480 0.0683
H 1.007 -5.566 1.445 0.1021
H -0.678 -5.390 0.948 0.0801
H -0.163 -1.140 3.327 0.0246
H -0.405 -2.858 3.704 0.0772
H -1.411 -1.643 4.469 0.1015
H -2.049 0.169 2.092 0.0309
H -3.142 -0.445 3.338 0.1007
H -3.541 -0.666 1.644 0.0652
H -2.436 -4.126 2.729 0.0796
H -3.750 -3.210 1.987 0.0708
H -3.387 -2.994 3.695 0.1007
H 1.408 -0.249 -1.196 -0.0451
```

The calculation puts the LUMO energy (spin up / spin down) at -7.871 / -7.872 eV. Its total charge is +2.

=====

Computed calculated total energy (Eh) in order:
-2657.2096 -3835.4688 -2832.6612 -4487.6136
Computed max |F| (eV/A) in order:
1.7 1.3 11.0 8.7